No. 1
This record from OMol25 describes a structure of composition C36H94CrN8O12 at a distorted geometry. The level of theory is ωB97M-V/def2-TZVPD.

XYZ file:
```
151
C36H94CrN8O12 (ωB97M-V/def2-TZVPD)
Cr -0.11061 0.09566 0.65433
C 0.96937 -3.74681 0.24924
C 0.44061 -2.39825 0.37406
O 0.25706 -1.61424 -0.57233
O 0.19592 -1.85603 1.45740
H 0.22306 -4.43841 -0.14165
H 1.31020 -4.24073 1.15918
H 1.83442 -3.67884 -0.41043
C 0.13484 3.45218 -1.63176
C 0.12766 2.22480 -0.79406
O -0.63467 2.06056 0.12871
O 0.74726 1.16943 -0.98593
H 0.90806 4.12368 -1.25851
H -0.81230 3.98433 -1.72019
H 0.62917 3.07921 -2.52878
C 1.00740 -3.94539 -5.23912
C 1.24422 -3.11822 -3.93555
C 2.39663 -2.16347 -4.33579
O 3.60100 -2.89016 -4.75347
C 4.77447 -2.17156 -4.42060
N 0.07751 -2.38952 -3.50213
H 0.78803 -3.20992 -6.01311
H 0.12734 -4.58682 -5.19272
H 1.85123 -4.53417 -5.59883
H 1.61139 -3.80355 -3.17159
H 2.55304 -1.52098 -3.46928
H 2.17550 -1.43736 -5.11807
H 4.92546 -2.38455 -3.36233
H 4.69981 -1.09806 -4.59424
H 5.70882 -2.56635 -4.81963
H 0.11659 -2.30742 -2.49623
H -0.75410 -2.93590 -3.67533
C 0.68613 4.80063 1.59588
C 0.40806 4.46831 3.06454
C -0.55638 5.45721 3.65818
O -1.88263 5.52051 3.05434
C -2.71372 6.16321 3.91544
N -0.09162 3.07798 3.19139
H -0.21902 4.67923 1.00085
H 1.34394 4.11996 1.05545
H 1.05141 5.81971 1.46879
H 1.37626 4.63840 3.53546
H -0.15445 6.45890 3.81037
H -0.62853 5.19490 4.71368
H -3.62369 6.46017 3.39403
H -2.16060 7.00677 4.32844
H -3.11923 5.54409 4.71566
H -1.03341 3.06875 2.82667
H -0.25120 2.88090 4.16904
C -3.74528 -0.46724 3.20210
C -2.78119 -0.71459 2.07093
C -3.20818 -0.51941 0.61281
O -2.08029 -0.28461 -0.21444
C -2.56876 -0.36236 -1.54331
N -1.63759 0.22744 2.23968
H -4.20310 0.52183 3.21732
H -3.29312 -0.56064 4.18949
H -4.56690 -1.17918 3.12354
H -2.36566 -1.71311 2.20651
H -3.86781 0.34723 0.65695
H -3.78635 -1.41871 0.40052
H -2.86235 -1.38203 -1.79265
H -1.69737 -0.05470 -2.12135
H -3.35108 0.36146 -1.77169
H -1.32336 0.10387 3.19157
H -2.14738 1.08619 2.39059
C 7.20349 0.83580 -5.56619
C 5.90740 1.16950 -6.27619
C 5.01463 2.05891 -5.40941
O 4.52751 1.28791 -4.28194
C 3.66903 2.11479 -3.44194
N 6.05503 1.90545 -7.50154
H 6.97522 0.04258 -4.85429
H 7.49506 1.73228 -5.01902
H 8.01605 0.52912 -6.22482
H 5.58576 0.17795 -6.59477
H 4.20615 2.39959 -6.05624
H 5.55295 2.94256 -5.06665
H 3.00298 2.75015 -4.02573
H 4.19956 2.79662 -2.77729
H 3.14058 1.33975 -2.88682
H 6.51819 1.33205 -8.19204
H 5.14168 2.08231 -7.89474
C 1.35038 -1.94985 4.60895
C -0.11675 -1.61224 4.93444
C -0.52427 -2.34664 6.24843
O -0.40759 -3.77649 6.06081
C -1.47138 -4.43218 5.39987
N -0.15910 -0.18619 5.03329
H 1.76247 -1.35537 3.79356
H 1.42112 -2.98371 4.27098
H 2.08492 -1.72706 5.38283
H -0.83953 -1.89242 4.16816
H -1.50553 -2.06942 6.63363
H 0.19194 -2.02096 7.00280
H -1.48646 -5.52033 5.46152
H -1.26106 -4.19274 4.35750
H -2.45044 -4.00894 5.62437
H -0.92623 0.09366 5.62768
H 0.60636 0.11149 5.62114
C 2.88970 1.70211 3.48446
C 2.45562 1.16407 2.12481
C 3.31857 0.05627 1.52568
O 2.72184 -0.36159 0.35461
C 3.58358 -1.20181 -0.37970
N 1.04801 0.77051 2.23712
H 3.85156 2.19467 3.34191
H 3.07364 0.90105 4.20040
H 2.37585 2.52038 3.98894
H 2.38026 2.03208 1.46984
H 3.38570 -0.81739 2.17399
H 4.32935 0.45589 1.44354
H 3.15344 -1.50731 -1.33350
H 3.79920 -2.05571 0.26253
H 4.57303 -0.77761 -0.55032
H 0.98661 0.23345 3.09029
H 0.81698 1.70627 2.53888
C -5.05063 4.14052 2.13927
C -4.14948 3.06991 1.54880
C -3.75776 3.37188 0.07577
O -4.93575 3.67984 -0.68313
C -4.70554 3.68819 -2.07926
N -2.85270 3.15002 2.24373
H -5.99560 4.09971 1.59753
H -4.57286 5.11175 2.01055
H -5.33268 4.01706 3.18487
H -4.52037 2.05097 1.65969
H -3.40984 2.43475 -0.35878
H -2.94872 4.09091 -0.05284
H -5.57462 3.94235 -2.68607
H -4.26297 2.75383 -2.42452
H -4.01715 4.48001 -2.37462
H -2.55791 4.11600 2.23589
H -3.09717 3.03751 3.21722
C -4.57057 -4.16150 -1.62352
C -3.10765 -4.08303 -2.07395
C -2.33764 -5.42087 -2.03528
O -2.01965 -5.80764 -0.72143
C -1.15125 -6.89712 -0.58033
N -3.07032 -3.54633 -3.43951
H -4.76948 -4.70933 -0.70243
H -5.17501 -4.68753 -2.36248
H -4.94748 -3.14221 -1.53939
H -2.53651 -3.32910 -1.53222
H -1.43102 -5.36445 -2.63774
H -2.96441 -6.19257 -2.48220
H -1.44681 -7.74486 -1.19846
H -1.16134 -7.12155 0.48627
H -0.19577 -6.52850 -0.95353
H -2.71246 -4.33413 -3.96048
H -3.95379 -3.31200 -3.86925
```

The energy above the lowest of the compared OMol25 structures with the same formula, charge and spin is 81.18 kcal/mol. The expectation value of S² is 3.780. As for the gap between HOMO and LUMO (alpha / beta): 7.94 / 8.43 eV. Its net charge is +1. The calculation puts the HOMO energy (alpha / beta) at -10.3841 / -10.3842 eV. The calculation puts the total energy at -103759.94480 eV. The value obtained for the molar mass is 883.2 Da. The spin multiplicity is 4. The calculation puts the LUMO energy (alpha / beta) at -2.4 / -2.0 eV.

***

No. 2
This record from OMol25 describes a structure of composition C25H48N4O3P4Ti at a distorted geometry. The level of theory is ωB97M-V/def2-TZVPD.

XYZ file:
```
85
C25H48N4O3P4Ti (ωB97M-V/def2-TZVPD)
Ti 0.44262 0.06471 0.13158
C 3.86477 3.18056 0.70126
C 3.52635 1.75567 0.93439
C 2.27502 1.37250 1.43468
C 2.02422 0.01653 1.78103
C 3.00944 -0.95480 1.52495
C 4.25260 -0.56717 1.03323
C 4.51350 0.76877 0.76980
H 2.98283 3.81045 0.62693
H 4.48095 3.31415 -0.18478
H 4.46892 3.53469 1.53994
H 1.57902 2.15321 1.76324
H 1.24168 -0.22255 2.50875
H 2.84538 -1.98361 1.82555
H 5.03746 -1.30043 0.91198
H 5.50826 1.07775 0.47854
C 1.16155 -0.18854 -3.48911
P 1.95869 0.34615 -1.92382
C 3.65192 -0.29258 -2.18643
C 2.03409 2.14803 -2.23885
C 3.05116 2.72831 -2.99172
C 3.00181 4.07775 -3.31445
C 1.93911 4.86345 -2.89478
C 0.91675 4.29908 -2.14745
C 0.95642 2.94592 -1.81816
P -0.39800 2.22056 -0.83505
C -1.83563 2.07479 -1.96827
C -0.85787 3.53295 0.35817
H 1.69246 0.29386 -4.31526
H 0.11397 0.10668 -3.54494
H 1.25116 -1.26931 -3.61217
H 3.87834 -0.30054 -3.25530
H 3.72230 -1.31762 -1.81812
H 4.38551 0.31962 -1.66560
H 3.87852 2.13319 -3.34752
H 3.78556 4.51402 -3.91350
H 1.89564 5.90975 -3.15648
H 0.08628 4.91176 -1.82997
H -2.12471 3.06972 -2.32635
H -2.68847 1.62067 -1.45615
H -1.57772 1.46753 -2.83895
H -1.53122 4.25835 -0.10691
H 0.03137 4.06399 0.70462
H -1.35768 3.09911 1.22548
C -0.07626 -4.53915 -0.72228
N -1.18856 -3.82965 -0.09053
C -2.36603 -4.67048 0.15437
P -1.44314 -2.23827 -0.37185
O -0.07707 -1.52153 -0.45304
O -2.17661 -1.68383 0.94563
P -1.73366 -0.63676 2.12589
O -0.90831 0.40254 1.34510
N -3.02413 0.07180 2.79272
C -3.72668 1.17470 2.14066
C -3.75465 -0.52071 3.91563
N -0.73351 -1.49928 3.10570
C -0.35276 -0.79266 4.34239
C -0.87519 -2.95839 3.27962
N -2.36963 -1.57063 -1.58430
C -3.83463 -1.58884 -1.47910
C -1.93372 -1.97974 -2.92514
H 0.26822 -5.31479 -0.03877
H 0.74004 -3.84555 -0.92281
H -0.37511 -5.02350 -1.65277
H -2.09648 -5.45414 0.86478
H -2.71817 -5.15006 -0.76131
H -3.16951 -4.06873 0.57792
H -3.76612 2.02880 2.82018
H -4.75396 0.88884 1.90310
H -3.21162 1.45803 1.22194
H -3.25184 -1.41416 4.27262
H -4.76990 -0.78915 3.61756
H -3.81917 0.20088 4.73097
H -0.36579 0.28667 4.17438
H 0.64767 -1.10707 4.64612
H -1.03660 -1.01524 5.16221
H -1.80582 -3.33066 2.85607
H -0.86496 -3.20552 4.34111
H -0.03811 -3.46669 2.79698
H -4.13723 -1.42105 -0.44802
H -4.26449 -2.52889 -1.83463
H -4.23408 -0.78408 -2.09897
H -0.84710 -1.91189 -2.99334
H -2.38703 -1.30908 -3.65687
H -2.24263 -2.99919 -3.17396
```

The energy above the lowest of the compared OMol25 structures with the same formula, charge and spin is 41.12 kcal/mol. As for the gap between HOMO and LUMO: 6.38 eV. Its net charge is +4. The calculation puts the HOMO energy at -19.9613 eV. The calculation puts the total energy at -99045.14153 eV. The value obtained for the molar mass is 624.4 Da. The spin multiplicity is 1. The calculation puts the LUMO energy at -13.6 eV.

***

No. 3
This record from OMol25 describes an isolated molecule of C4H6N2O. The level of theory is ωB97M-V/def2-TZVPD.

XYZ file:
```
13
C4H6N2O (ωB97M-V/def2-TZVPD)
N 1.31039 1.41174 0.49939
C 0.42085 0.32276 0.27357
C -0.54491 0.37384 -0.68893
O -0.91965 1.41173 -1.46054
N -1.15764 -0.83477 -0.77528
C -0.62155 -1.67848 0.17747
C 0.34030 -0.97596 0.84867
H 2.20655 1.22614 0.05480
H 1.50731 1.51425 1.48741
H -0.44765 2.16049 -1.06360
H -1.86515 -1.07249 -1.44586
H -0.97516 -2.69379 0.26477
H 0.74633 -1.16547 1.82812
```

The energy above the lowest of the compared OMol25 structures with the same formula, charge and spin is 23.94 kcal/mol. As for the gap between HOMO and LUMO: 8.51 eV. Its net charge is 0. The calculation puts the HOMO energy at -7.5446 eV. The calculation puts the total energy at -9272.46384 eV. The value obtained for the molar mass is 98.1 Da. The spin multiplicity is 1. The calculation puts the LUMO energy at 1.0 eV.

***

No. 4
This record from OMol25 describes a structure of composition C4H3N2O5 at a distorted geometry. The level of theory is ωB97M-V/def2-TZVPD.

XYZ file:
```
14
C4H3N2O5 (ωB97M-V/def2-TZVPD)
C -0.63225 0.20339 1.25773
C -1.82452 1.15939 -0.43343
C 0.24945 -0.26951 -0.04170
C 1.61297 0.31031 -0.12561
N -1.65467 0.90389 0.89921
N 0.10196 -1.62567 -0.40449
O 1.12108 -2.31357 -0.32274
O -0.20825 -0.12416 2.34333
O -2.73483 1.81588 -0.89118
O -0.99882 -2.07597 -0.66793
O -0.89034 0.67503 -1.24947
H 2.14564 -0.04962 -1.00417
H 2.14505 -0.00624 0.77455
H 1.56752 1.39682 -0.13410
```

The energy above the lowest of the compared OMol25 structures with the same formula, charge and spin is 119.34 kcal/mol. As for the gap between HOMO and LUMO: 7.88 eV. Its net charge is -1. The calculation puts the HOMO energy at -5.4108 eV. The calculation puts the total energy at -17412.51791 eV. The value obtained for the molar mass is 159.1 Da. The spin multiplicity is 1. The calculation puts the LUMO energy at 2.5 eV.